Below is a structure of composition C6H18N3OPS5Ti, with properties calculated with ωB97M-V/def2-TZVPD.

## Properties
Maximum force   0.6 eV/Å
ΔE to the lowest compared entry with this formula, charge and spin   51.1 kJ/mol
<S²>   0.7591
Total charge   -1
2S+1   2
HOMO (alpha / beta)   -3.60 / -3.88 eV

Cartesian coordinates (Å):
Ti (0.254, 0.149, 0.864)
S (-0.049, -1.279, -0.786)
S (-1.620, -2.479, 1.351)
S (-0.724, -1.246, 2.696)
S (-1.547, 0.640, 2.476)
C (-1.922, 1.345, -2.178)
N (-0.674, 2.016, -2.529)
C (-0.446, 2.104, -3.953)
P (0.404, 2.491, -1.382)
O (-0.055, 1.969, -0.058)
N (0.503, 4.137, -1.190)
C (-0.414, 4.790, -0.269)
C (0.834, 4.959, -2.336)
N (1.887, 2.094, -1.935)
C (3.085, 2.669, -1.312)
C (2.174, 0.773, -2.505)
H (-2.758, 1.855, -2.667)
H (-2.074, 1.363, -1.103)
H (-1.885, 0.296, -2.481)
H (-1.254, 2.667, -4.433)
H (-0.420, 1.105, -4.403)
H (0.499, 2.602, -4.170)
H (-0.624, 4.139, 0.574)
H (-1.360, 5.053, -0.763)
H (0.044, 5.711, 0.099)
H (1.569, 4.464, -2.969)
H (1.263, 5.906, -1.996)
H (-0.049, 5.191, -2.949)
H (2.882, 3.679, -0.965)
H (3.879, 2.698, -2.061)
H (3.387, 2.053, -0.460)
H (1.267, 0.284, -2.849)
H (2.610, 0.130, -1.737)
H (2.870, 0.900, -3.340)
S (2.283, 0.241, 1.514)

Cartesian forces (eV/Å) of the 3 atoms listed first:
0.3 0.0 0.6
-0.1 -0.1 -0.1
0.0 0.1 0.1